[1]
Molecular formula: C38H66O9S
Method: DFT, ωB97M-V/def2-TZVPD

Last column: Löwdin charge in e.
Atoms and positions in Å:
C  -2.86  -0.91  2.73  -0.04
C  -1.77  -0.47  1.79  -0.26
C  -2.07  0.38  0.73  -0.03
C  -1.07  0.81  -0.13  -0.02
C  0.25  0.40  0.05  -0.21
C  1.32  0.91  -0.88  -0.05
C  1.79  2.33  -0.50  -0.37
C  3.30  2.49  -0.34  -0.11
C  3.81  2.15  1.07  -0.24
C  4.87  1.05  1.11  -0.57
S  6.41  1.44  0.25  0.73
C  1.24  3.35  -1.53  -0.06
O  0.74  4.43  -0.75  0.08
C  0.53  3.98  0.50  -0.58
O  -0.07  4.55  1.34  0.18
O  1.17  2.82  0.69  0.09
C  0.55  -0.47  1.10  -0.02
C  -0.45  -0.90  1.96  -0.02
H  -2.61  -0.74  3.77  0.07
H  -3.03  -1.98  2.63  0.07
H  -3.76  -0.34  2.54  0.07
H  -3.08  0.71  0.57  0.10
H  -1.29  1.47  -0.96  0.10
H  2.16  0.22  -0.86  0.11
H  0.94  0.91  -1.89  0.10
H  3.81  1.87  -1.08  0.09
H  3.55  3.52  -0.57  0.12
H  3.01  1.85  1.74  0.11
H  4.25  3.05  1.49  0.11
H  4.44  0.12  0.72  0.07
H  5.09  0.85  2.15  0.07
H  6.18  0.92  -0.96  -0.16
H  0.42  2.92  -2.10  0.12
H  1.96  3.74  -2.24  0.14
H  1.57  -0.80  1.23  0.11
H  -0.22  -1.56  2.78  0.09
C  -3.65  2.21  -5.25  -0.17
C  -3.16  3.50  -4.59  -0.17
C  -3.12  3.09  -3.12  -0.20
O  -2.82  1.69  -3.10  -0.16
C  -2.95  1.15  -4.42  -0.20
H  -3.41  2.15  -6.31  0.11
H  -4.73  2.12  -5.14  0.11
H  -2.16  3.74  -4.94  0.11
H  -3.80  4.36  -4.76  0.11
H  -4.09  3.24  -2.64  0.12
H  -2.36  3.62  -2.55  0.11
H  -1.95  0.94  -4.80  0.11
H  -3.51  0.21  -4.37  0.10
C  -5.74  -0.07  -2.21  -0.17
C  -7.16  -0.35  -1.72  -0.17
C  -7.46  -1.68  -2.38  -0.21
O  -6.22  -2.37  -2.50  -0.14
C  -5.14  -1.47  -2.22  -0.20
H  -5.18  0.63  -1.59  0.11
H  -5.77  0.33  -3.23  0.11
H  -7.16  -0.46  -0.63  0.11
H  -7.88  0.43  -1.98  0.11
H  -7.88  -1.54  -3.39  0.12
H  -8.16  -2.30  -1.81  0.11
H  -4.72  -1.72  -1.24  0.12
H  -4.36  -1.59  -2.97  0.11
C  -3.54  1.24  7.43  -0.17
C  -4.95  1.63  7.01  -0.17
C  -5.21  0.65  5.88  -0.21
O  -4.48  -0.54  6.19  -0.15
C  -3.57  -0.27  7.26  -0.21
H  -3.28  1.55  8.44  0.11
H  -2.81  1.68  6.75  0.12
H  -5.65  1.46  7.83  0.11
H  -5.05  2.67  6.69  0.11
H  -4.85  1.04  4.92  0.11
H  -6.27  0.40  5.77  0.12
H  -3.94  -0.76  8.17  0.12
H  -2.59  -0.69  7.02  0.11
C  -0.78  -3.97  6.85  -0.17
C  -1.30  -4.72  5.63  -0.16
C  -1.64  -3.57  4.69  -0.21
O  -0.71  -2.52  4.99  -0.17
C  -0.02  -2.81  6.21  -0.20
H  -0.14  -4.57  7.50  0.11
H  -1.61  -3.59  7.45  0.11
H  -0.51  -5.34  5.21  0.11
H  -2.16  -5.35  5.85  0.11
H  -2.65  -3.20  4.86  0.12
H  -1.54  -3.85  3.64  0.12
H  1.01  -3.10  5.97  0.12
H  0.00  -1.92  6.82  0.11
C  8.75  -2.42  -3.62  -0.17
C  8.99  -2.46  -2.11  -0.17
C  8.79  -1.00  -1.73  -0.20
O  7.83  -0.46  -2.65  -0.16
C  7.63  -1.39  -3.72  -0.22
H  8.47  -3.39  -4.04  0.11
H  9.64  -2.06  -4.13  0.11
H  8.23  -3.08  -1.63  0.11
H  9.97  -2.84  -1.83  0.11
H  9.72  -0.43  -1.84  0.12
H  8.42  -0.87  -0.71  0.10
H  6.65  -1.86  -3.60  0.11
H  7.64  -0.85  -4.67  0.12
C  4.11  -0.72  -4.74  -0.17
C  3.17  -0.46  -5.91  -0.16
C  1.85  -0.20  -5.19  -0.20
O  2.18  0.39  -3.93  -0.16
C  3.59  0.26  -3.69  -0.20
H  5.16  -0.56  -4.97  0.10
H  3.99  -1.74  -4.38  0.12
H  3.48  0.44  -6.45  0.12
H  3.11  -1.28  -6.61  0.11
H  1.31  -1.14  -5.00  0.12
H  1.19  0.47  -5.74  0.11
H  4.05  1.25  -3.81  0.12
H  3.75  -0.08  -2.67  0.11

## Properties
HOMO level: -8.34 eV
maximum force: 1.282 eV/A
HOMO-LUMO gap: 8.9 eV


[2]
Molecular formula: C38H67CaCl2N3O12P2
Method: DFT, ωB97M-V/def2-TZVPD

Last column: Löwdin charge in e.
Atoms and positions in Å:
Ca  0.52  -0.57  -0.83  1.42
C  -0.33  3.69  -0.06  -0.11
N  -1.15  2.53  0.27  -0.24
C  -2.38  2.57  -0.48  -0.10
C  -1.34  2.49  1.70  -0.20
C  -2.21  1.36  2.25  -0.17
N  -1.88  0.00  1.83  -0.12
C  -1.27  -0.81  2.89  -0.13
C  -0.26  -0.07  3.72  -0.14
C  -0.41  -0.02  5.09  -0.02
C  0.52  0.60  5.92  -0.20
C  1.60  1.21  5.28  0.00
C  1.80  1.20  3.90  -0.08
C  0.86  0.50  3.07  -0.31
O  0.97  0.40  1.79  -0.13
C  3.01  1.90  3.28  -0.52
C  2.53  2.97  2.29  -0.05
C  3.89  2.60  4.32  -0.09
C  3.89  0.88  2.55  -0.03
C  0.35  0.57  7.44  -0.57
C  0.40  -0.89  7.92  -0.06
C  1.45  1.34  8.16  -0.08
C  -1.00  1.17  7.84  -0.06
C  -3.09  -0.67  1.35  -0.17
C  -2.99  -2.05  0.75  -0.13
C  -3.79  -3.03  1.30  -0.01
C  -3.97  -4.27  0.70  -0.19
C  -3.36  -4.43  -0.53  -0.01
C  -2.55  -3.48  -1.15  -0.08
C  -2.26  -2.28  -0.45  -0.32
O  -1.38  -1.40  -0.86  -0.30
C  -2.01  -3.86  -2.54  -0.52
C  -1.07  -5.07  -2.42  -0.04
C  -3.19  -4.20  -3.47  -0.06
C  -1.22  -2.74  -3.23  -0.08
C  -4.82  -5.39  1.29  -0.56
C  -3.97  -6.66  1.45  -0.06
C  -5.37  -5.02  2.67  -0.08
C  -6.01  -5.69  0.37  -0.06
H  -0.85  4.63  0.18  0.08
H  -0.09  3.67  -1.12  0.08
H  0.60  3.66  0.50  0.06
H  -3.04  3.41  -0.17  0.08
H  -2.92  1.63  -0.38  0.06
H  -2.15  2.69  -1.54  0.08
H  -1.80  3.43  2.06  0.12
H  -0.35  2.41  2.16  0.10
H  -3.26  1.57  2.00  0.11
H  -2.12  1.44  3.34  0.12
H  -0.78  -1.66  2.41  0.13
H  -2.06  -1.21  3.55  0.12
H  -1.29  -0.50  5.53  0.11
H  2.33  1.71  5.89  0.07
H  1.92  3.72  2.81  0.09
H  1.93  2.52  1.51  0.04
H  3.38  3.48  1.83  0.09
H  3.34  3.37  4.87  0.08
H  4.72  3.08  3.81  0.08
H  4.31  1.89  5.04  0.08
H  3.31  0.35  1.79  0.05
H  4.28  0.14  3.25  0.09
H  4.74  1.38  2.07  0.09
H  1.36  -1.34  7.66  0.09
H  -0.38  -1.49  7.45  0.08
H  0.27  -0.95  9.01  0.07
H  2.44  0.93  7.94  0.08
H  1.29  1.28  9.24  0.07
H  1.45  2.40  7.88  0.08
H  -1.83  0.63  7.39  0.07
H  -1.06  2.21  7.51  0.08
H  -1.13  1.15  8.93  0.07
H  -3.53  -0.02  0.58  0.11
H  -3.83  -0.73  2.17  0.11
H  -4.29  -2.80  2.24  0.09
H  -3.51  -5.37  -1.06  0.09
H  -1.59  -5.94  -2.03  0.07
H  -0.26  -4.83  -1.73  0.08
H  -0.65  -5.33  -3.39  0.08
H  -3.79  -5.03  -3.09  0.06
H  -2.81  -4.48  -4.46  0.07
H  -3.84  -3.33  -3.58  0.09
H  -0.32  -2.53  -2.66  0.04
H  -1.80  -1.82  -3.31  0.10
H  -0.96  -3.09  -4.24  0.08
H  -3.12  -6.47  2.10  0.09
H  -3.58  -6.99  0.48  0.07
H  -4.57  -7.48  1.87  0.07
H  -4.56  -4.80  3.37  0.09
H  -5.95  -5.86  3.07  0.07
H  -6.03  -4.15  2.62  0.08
H  -5.67  -6.00  -0.62  0.07
H  -6.63  -4.80  0.25  0.08
H  -6.63  -6.49  0.78  0.07
N  1.27  -1.25  -4.89  0.15
C  2.18  -0.28  -4.14  -0.47
C  3.24  0.22  -5.10  -0.09
P  2.85  -1.51  -2.90  0.29
O  3.89  -0.74  -1.98  -0.18
O  3.46  -2.53  -3.80  -0.32
O  1.63  -1.90  -2.10  -0.45
P  0.93  1.02  -3.74  0.31
O  1.87  2.28  -3.34  -0.14
O  0.29  1.29  -5.07  -0.34
O  0.06  0.58  -2.60  -0.42
H  1.85  -2.00  -5.28  0.14
H  0.71  -0.71  -5.57  0.13
H  0.64  -1.69  -4.21  0.09
H  3.86  -0.61  -5.44  0.07
H  3.87  0.94  -4.59  0.08
H  2.78  0.72  -5.96  0.08
H  3.75  -1.09  -1.04  0.02
H  1.48  3.07  -3.72  0.07
O  0.36  -3.56  0.48  -0.04
H  1.22  -3.52  0.94  0.01
H  0.01  -2.66  0.53  -0.02
O  2.00  1.07  -0.35  -0.19
H  1.84  0.84  0.61  -0.03
H  2.83  0.62  -0.55  0.02
Cl  5.50  -3.49  -0.78  0.60
C  5.13  -2.70  0.77  -1.00
Cl  5.88  -3.59  2.11  0.55
C  3.59  -2.58  0.91  -0.74
O  2.99  -3.43  1.54  0.00
O  3.12  -1.55  0.33  -0.09
H  5.59  -1.72  0.75  0.05

## Properties
charge: -2
HOMO level: -2.31 eV
maximum force: 2.160 eV/A
HOMO-LUMO gap: 6.4 eV


[3]
Molecular formula: C38H67Cl2N6O8SSbSi3Tl
Method: DFT, ωB97M-V/def2-TZVPD

Last column: Löwdin charge in e.
Atoms and positions in Å:
Tl  0.92  0.22  -1.50  0.79
N  0.53  0.25  1.13  -0.04
C  0.62  1.58  1.73  -0.18
C  1.59  2.50  0.97  -0.72
O  1.71  3.65  1.43  -0.03
O  2.17  1.99  -0.03  -0.27
H  -0.22  -0.28  1.56  0.05
H  1.39  -0.28  1.24  0.05
H  0.92  1.56  2.78  0.11
H  -0.35  2.06  1.67  0.09
O  1.68  -2.21  -0.09  -0.50
Cl  1.85  -3.14  -1.22  0.61
O  3.13  -3.79  -1.12  -0.36
O  0.78  -4.11  -1.19  -0.34
O  1.79  -2.36  -2.45  -0.47
C  -5.01  3.77  3.36  -0.10
C  -4.51  2.40  2.88  -0.24
C  -3.32  2.50  1.93  -0.21
N  -3.68  3.22  0.71  0.04
C  -3.31  2.86  -0.51  -0.77
S  -2.50  1.49  -0.97  0.68
N  -3.66  3.77  -1.53  0.09
C  -4.39  4.93  -1.45  -0.39
O  -4.91  5.34  -0.43  0.07
C  -4.50  5.69  -2.74  -0.14
C  -5.56  6.57  -2.87  -0.02
C  -5.72  7.30  -4.04  -0.07
C  -4.81  7.15  -5.08  -0.08
C  -3.73  6.29  -4.94  -0.07
C  -3.58  5.55  -3.78  -0.03
H  -5.76  3.65  4.14  0.07
H  -5.47  4.34  2.54  0.07
H  -4.19  4.36  3.77  0.08
H  -5.32  1.86  2.38  0.10
H  -4.19  1.81  3.74  0.11
H  -2.97  1.51  1.64  0.06
H  -2.49  3.01  2.42  0.13
H  -4.17  4.09  0.79  0.10
H  -3.35  3.45  -2.43  0.09
H  -6.25  6.67  -2.05  0.12
H  -6.55  7.98  -4.14  0.10
H  -4.93  7.72  -5.99  0.10
H  -3.01  6.19  -5.74  0.11
H  -2.71  4.91  -3.67  0.12
C  -4.94  -0.74  0.57  -0.05
C  -5.51  -2.09  1.02  -0.50
C  -6.29  -2.73  -0.13  -0.05
C  -6.53  -1.83  2.15  -0.05
C  -4.38  -3.05  1.55  -0.42
O  -5.00  -4.19  2.17  -0.02
C  -3.44  -2.30  2.51  -0.11
C  -2.67  -3.16  3.53  -0.13
C  -1.37  -3.79  3.07  -0.24
C  -0.23  -3.02  2.85  -0.06
C  0.98  -3.61  2.49  -0.10
C  1.04  -4.99  2.36  -0.65
Cl  2.55  -5.75  1.96  0.69
C  -0.08  -5.77  2.56  -0.09
C  -1.28  -5.17  2.91  -0.05
C  -3.53  -3.76  0.47  -0.03
N  -2.78  -2.90  -0.42  -0.09
C  -1.57  -2.38  -0.25  -0.15
N  -1.24  -1.63  -1.26  0.03
C  -2.30  -1.76  -2.10  -0.23
N  -3.27  -2.53  -1.64  0.11
H  -5.76  -0.11  0.21  0.10
H  -4.23  -0.83  -0.24  0.04
H  -4.46  -0.20  1.39  0.06
H  -7.18  -2.14  -0.34  0.09
H  -6.61  -3.74  0.13  0.09
H  -5.70  -2.77  -1.05  0.06
H  -7.22  -1.05  1.82  0.09
H  -6.08  -1.49  3.08  0.08
H  -7.14  -2.72  2.36  0.08
H  -5.52  -3.88  2.92  0.09
H  -4.02  -1.59  3.09  0.10
H  -2.74  -1.70  1.91  0.11
H  -3.32  -3.95  3.88  0.11
H  -2.45  -2.52  4.39  0.12
H  -0.27  -1.95  2.98  0.11
H  1.86  -3.01  2.32  0.10
H  -0.01  -6.85  2.44  0.10
H  -2.16  -5.78  3.08  0.12
H  -4.17  -4.40  -0.13  0.13
H  -2.81  -4.39  0.99  0.12
H  -0.94  -2.58  0.62  0.11
H  -2.36  -1.28  -3.06  0.11
C  5.29  2.28  1.73  -0.22
Si  5.66  1.97  -0.08  0.29
C  5.00  3.39  -1.10  -0.22
C  7.53  2.03  -0.28  -0.23
Sb  4.60  -0.29  -0.70  0.92
Si  6.36  -1.91  0.21  0.27
C  6.66  -3.35  -0.95  -0.23
C  8.05  -1.32  0.80  -0.24
C  5.50  -2.58  1.75  -0.25
Si  5.36  -0.30  -3.14  0.27
C  7.12  0.25  -3.51  -0.23
C  5.13  -1.99  -3.92  -0.22
C  4.21  0.89  -4.03  -0.23
H  6.11  2.80  2.22  0.02
H  5.11  1.34  2.27  0.01
H  4.37  2.88  1.82  0.02
H  5.42  4.33  -0.72  0.03
H  3.91  3.43  -1.01  0.02
H  5.26  3.30  -2.16  0.01
H  7.88  3.03  0.01  0.03
H  7.85  1.85  -1.31  0.00
H  8.03  1.30  0.35  -0.01
H  7.17  -3.04  -1.86  0.01
H  5.70  -3.80  -1.23  0.02
H  7.27  -4.11  -0.45  0.03
H  8.66  -0.91  -0.01  0.02
H  8.58  -2.18  1.22  0.03
H  7.96  -0.56  1.58  0.02
H  4.52  -2.99  1.46  0.00
H  5.32  -1.77  2.47  0.02
H  6.07  -3.36  2.24  0.03
H  7.85  -0.25  -2.86  0.02
H  7.24  1.33  -3.36  0.01
H  7.37  0.01  -4.55  0.03
H  5.94  -2.67  -3.68  0.01
H  5.08  -1.88  -5.01  0.03
H  4.19  -2.43  -3.58  0.01
H  4.18  1.87  -3.54  0.01
H  3.19  0.49  -4.02  0.01
H  4.51  1.03  -5.08  0.03

## Properties
charge: -1
HOMO level: -5.02 eV
maximum force: 0.481 eV/A
HOMO-LUMO gap: 6.5 eV


[4]
Molecular formula: C38H67CrN6O2PSi
Method: DFT, ωB97M-V/def2-TZVPD

Last column: Löwdin charge in e.
Atoms and positions in Å:
Cr  0.80  -0.13  -0.67  0.53
C  -6.54  -1.11  -3.01  -0.06
C  -5.85  -2.24  -2.29  -0.28
C  -5.36  -2.08  -1.01  -0.03
C  -4.74  -3.12  -0.33  -0.01
C  -4.59  -4.35  -0.96  -0.27
N  -3.99  -5.47  -0.30  0.13
C  -3.01  -5.41  0.67  -0.54
O  -2.95  -6.22  1.57  0.07
N  -2.09  -4.38  0.58  0.14
C  -1.60  -3.72  -0.56  -0.21
C  -1.66  -4.23  -1.85  0.01
C  -1.10  -3.50  -2.88  -0.02
C  -0.46  -2.30  -2.60  -0.13
N  -0.40  -1.81  -1.36  -0.02
C  -0.97  -2.49  -0.37  -0.06
C  -5.07  -4.53  -2.25  -0.03
C  -5.70  -3.48  -2.90  -0.04
H  -6.57  -0.21  -2.40  0.07
H  -7.57  -1.38  -3.27  0.08
H  -6.02  -0.87  -3.94  0.08
H  -5.46  -1.12  -0.51  0.10
H  -4.38  -2.98  0.68  0.12
H  -4.58  -6.28  -0.17  0.15
H  -1.49  -4.37  1.39  0.15
H  -2.13  -5.18  -2.04  0.12
H  -1.13  -3.87  -3.90  0.11
H  0.01  -1.72  -3.38  0.11
H  -0.90  -2.06  0.62  0.13
H  -4.94  -5.49  -2.74  0.11
H  -6.08  -3.63  -3.91  0.12
O  0.96  0.19  1.38  -0.35
P  1.78  0.65  2.54  0.56
N  0.76  1.30  3.65  -0.17
C  -0.28  2.23  3.14  -0.17
C  -0.59  3.14  4.33  -0.16
C  0.70  3.13  5.14  -0.17
C  1.12  1.67  5.03  -0.21
N  2.60  -0.47  3.41  -0.18
C  1.84  -1.43  4.24  -0.17
C  2.80  -2.62  4.45  -0.16
C  4.15  -2.14  3.91  -0.16
C  3.74  -1.18  2.80  -0.19
N  2.93  1.68  1.98  -0.17
C  2.88  2.29  0.63  -0.19
C  4.15  3.12  0.58  -0.15
C  4.29  3.60  2.02  -0.16
C  3.90  2.37  2.84  -0.18
H  -1.14  1.68  2.78  0.11
H  0.11  2.81  2.30  0.10
H  -1.40  2.72  4.92  0.11
H  -0.90  4.14  4.01  0.11
H  0.57  3.45  6.17  0.11
H  1.45  3.77  4.67  0.11
H  0.55  1.06  5.74  0.11
H  2.18  1.49  5.22  0.10
H  0.92  -1.75  3.74  0.11
H  1.56  -0.96  5.19  0.10
H  2.45  -3.48  3.88  0.11
H  2.85  -2.92  5.50  0.11
H  4.77  -2.96  3.54  0.11
H  4.70  -1.60  4.68  0.11
H  3.43  -1.72  1.91  0.10
H  4.52  -0.48  2.52  0.11
H  1.98  2.90  0.51  0.09
H  2.86  1.52  -0.14  0.06
H  4.07  3.94  -0.14  0.12
H  4.99  2.50  0.30  0.12
H  3.59  4.41  2.22  0.11
H  5.29  3.96  2.27  0.11
H  3.47  2.63  3.80  0.10
H  4.78  1.74  3.02  0.11
C  5.00  -1.94  -0.65  -0.10
C  3.91  -0.86  -0.77  -0.55
C  4.16  -0.03  -2.02  -0.09
C  2.49  -1.45  -0.79  -0.26
H  6.00  -1.51  -0.62  0.07
H  4.94  -2.62  -1.50  0.08
H  4.86  -2.54  0.25  0.06
H  4.01  -0.20  0.11  0.09
H  4.09  -0.66  -2.91  0.08
H  5.16  0.43  -2.02  0.08
H  3.42  0.77  -2.13  0.05
H  2.39  -2.18  0.02  0.03
H  2.40  -2.04  -1.71  0.04
C  -0.70  3.56  -0.53  -0.23
Si  -0.70  1.89  -1.47  0.68
C  -2.61  1.52  -1.57  -0.65
C  -3.00  0.91  -0.21  -0.12
C  -2.95  0.50  -2.66  -0.09
C  -3.48  2.76  -1.79  -0.11
C  -0.01  2.40  -3.23  -0.67
C  1.29  3.17  -2.97  -0.12
C  -0.92  3.29  -4.07  -0.11
C  0.34  1.15  -4.04  -0.13
H  -1.19  4.36  -1.09  0.02
H  0.31  3.91  -0.29  0.00
H  -1.23  3.46  0.42  0.01
H  -2.52  -0.05  -0.05  0.05
H  -4.09  0.76  -0.16  0.07
H  -2.73  1.57  0.62  0.06
H  -2.36  -0.42  -2.55  0.05
H  -2.77  0.90  -3.66  0.07
H  -4.00  0.21  -2.60  0.06
H  -3.38  3.48  -0.97  0.07
H  -4.54  2.47  -1.84  0.08
H  -3.24  3.28  -2.72  0.06
H  1.10  4.15  -2.54  0.07
H  1.84  3.32  -3.91  0.08
H  1.95  2.62  -2.29  0.05
H  -1.22  4.20  -3.53  0.07
H  -1.83  2.78  -4.38  0.06
H  -0.41  3.62  -4.99  0.08
H  1.09  0.54  -3.51  0.05
H  0.77  1.42  -5.01  0.08
H  -0.54  0.52  -4.22  0.06

## Properties
HOMO level (alpha / beta): -6.05 / -6.30 eV
maximum force: 0.167 eV/A
HOMO-LUMO gap (alpha / beta): 6.5 / 6.7 eV
multiplicity: 5


> Which value of maximum force does entry 2 give?

2.160 eV/A


> maximum force of number 2 (C38H67CaCl2N3O12P2)?

2.160 eV/A